Run P
Entry from the OMol25 dataset: the molecule C4H6O (wB97M-V/def2-TZVPD).

Computed properties:
HOMO-LUMO gap ... 10.391 eV

Element x y z (Å)
C -0.15957 0.80263 0.78368
C -0.87319 -0.48119 -0.06506
C 0.16869 -0.28773 -1.13749
C 0.82040 -0.23097 0.26311
O -0.04359 -1.36809 0.68341
H -0.12473 1.82889 0.37680
H -0.33236 0.80784 1.87476
H -1.86652 -0.19041 0.16853
H 0.42333 -1.17312 -1.72157
H 0.11569 0.62103 -1.73805
H 1.87185 -0.32887 0.51187

Atomic partial charges in e from the Mulliken method, atoms 1 to 6: C -0.6490; C -0.1455; C -0.4246; C -0.2355; O -0.4421; H 0.2599

Run Q
Entry from the OMol25 dataset: the molecule C4H6O (wB97M-V/def2-TZVPD).

Computed properties:
HOMO-LUMO gap ... 10.248 eV
SMILES ... C1C[C@H]2O[C@@H]12

Element x y z (Å)
C 0.49467 0.07612 -0.85297
C 0.23125 1.01497 0.35279
C -0.53296 -0.12762 1.01863
O -1.66461 -0.38391 0.22677
C -0.48425 -0.92699 -0.28251
H 1.51452 -0.31978 -0.76133
H 0.29981 0.40030 -1.87118
H 1.10775 1.36596 0.90053
H -0.40797 1.86876 0.10937
H -0.06840 -0.95272 1.53389
H -0.48980 -2.01508 -0.37398

Atomic partial charges in e from the Mulliken method, atoms 1 to 6: C -0.4752; C -0.5146; C -0.2591; O -0.3670; C -0.1658; H 0.2201

Run R
Entry from the OMol25 dataset: the molecule C4H6O (wB97M-V/def2-TZVPD).

Computed properties:
HOMO-LUMO gap ... 10.468 eV
SMILES ... C=C=COC

Element x y z (Å)
C -1.75884 -0.56003 -1.32336
C -0.67835 -0.84596 -0.65139
C 0.35183 -1.00815 0.13855
O 0.49459 -0.18888 1.23588
C 1.11634 1.05987 0.98755
H -2.71532 -0.99558 -1.04575
H -1.73955 0.14068 -2.15420
H 1.11090 -1.77978 0.01089
H 1.03466 1.34628 -0.06760
H 2.17514 1.01947 1.27153
H 0.60859 1.81207 1.59791

Atomic partial charges in e from the Mulliken method, atoms 1 to 6: C -0.6391; C 0.3123; C -0.3233; O -0.3327; C -0.5744; H 0.2347

Run S
Entry from the OMol25 dataset: the molecule C4H6O (wB97M-V/def2-TZVPD).

Computed properties:
HOMO-LUMO gap ... 9.955 eV
SMILES ... C[C@@H]1[C@H]2O[C@@H]12

Element x y z (Å)
C 0.97734 -0.04313 -0.01226
C -0.46620 -0.56032 -0.19145
C -1.53461 0.36596 -0.81378
O -2.61952 -0.08365 -0.14600
C -1.44811 0.28578 0.63910
H 1.72849 -0.94210 0.00245
H 1.08125 0.24067 0.99151
H 1.22896 0.77258 -0.77539
H -0.80242 -1.68177 -0.28890
H -1.44772 1.30603 -1.46932
H -1.20836 1.14176 1.22795

Atomic partial charges in e from the Mulliken method, atoms 1 to 6: C -1.0898; C 0.2087; C -0.1410; O -0.3604; C -0.3513; H 0.2680

Verdict on stability: run R comes out on top.

Run P
Entry from the OMol25 dataset: a cluster of 2 separate species, C4H6O in total (wB97M-V/def2-TZVPD).

Computed properties:
HOMO-LUMO gap ... 10.960 eV
SMILES ... CC=O.C#C

Element x y z (Å)
C -0.79577 0.53304 -0.66939
C -1.34869 -0.73816 -0.28341
O -1.13744 -1.39534 0.71208
H -2.03091 0.81596 -0.56597
H -0.62463 0.74436 -1.72159
H -0.30977 1.19995 0.02747
H -1.92713 -1.28816 -1.03209
C 1.59838 -0.16052 0.86638
C 2.64632 0.42033 0.78088
H 0.76734 -0.80329 1.09038
H 3.54197 0.97404 0.65810

Atomic partial charges in e from the Mulliken method, atoms 1 to 6: C -0.9544; C 0.1415; O -0.5315; H 0.2287; H 0.2960; H 0.4117

Run Q
Entry from the OMol25 dataset: the molecule C4H6O (wB97M-V/def2-TZVPD).

Computed properties:
HOMO-LUMO gap ... 10.160 eV
SMILES ... C=C=COC

Element x y z (Å)
C 0.91970 -0.87921 1.78473
C -0.04651 -0.78963 0.91232
C -0.94242 -0.66356 -0.03383
O -0.62543 -0.24223 -1.30024
C -0.09972 1.07037 -1.41544
H 1.48408 -1.80229 1.89679
H 1.20239 -0.03651 2.41132
H -1.99563 -0.90034 0.10675
H 0.06334 1.52033 -0.43034
H -0.81313 1.68174 -1.97906
H 0.85332 1.04133 -1.95299

Atomic partial charges in e from the Mulliken method, atoms 1 to 6: C -0.6200; C 0.2746; C -0.2661; O -0.3554; C -0.5763; H 0.2342

Verdict on stability: run Q comes out on top.

Run P
Entry from the OMol25 dataset: a structure of composition C4H6O (wB97M-V/def2-TZVPD).

Computed properties:
HOMO-LUMO gap ... 10.313 eV

Element x y z (Å)
O -2.45262 0.03421 -0.37255
C -1.32505 0.03819 0.03749
C -0.17136 1.08188 0.02673
C 0.56551 -0.01406 0.77820
C -0.43630 -0.90983 0.77309
H 0.20715 1.33227 -0.97140
H -0.36415 1.99746 0.59366
H 1.57904 -0.04783 1.16653
H 1.68170 -0.57871 -1.81036
H -0.55343 -1.91870 1.15007
H 1.26952 -1.01488 -1.37148

Atomic partial charges in e from the Mulliken method, atoms 1 to 6: O -0.5652; C 0.4925; C -0.3103; C -0.4861; C -0.3325; H 0.2125

Run Q
Entry from the OMol25 dataset: the molecule C4H6O (wB97M-V/def2-TZVPD).

Computed properties:
HOMO-LUMO gap ... 9.697 eV
SMILES ... CCC=C=O

Element x y z (Å)
C -0.50971 0.70551 -0.84267
C -0.78918 -0.42480 0.14656
C 0.46230 -0.61681 0.96410
C 1.62010 -0.22362 0.48234
O 2.66073 0.14053 0.09182
H 0.51549 0.55844 -1.24478
H -0.56937 1.67018 -0.32280
H -1.17016 0.72232 -1.70615
H -1.61119 -0.17580 0.82486
H -1.08375 -1.35044 -0.36570
H 0.47475 -1.00552 1.97241

Atomic partial charges in e from the Mulliken method, atoms 1 to 6: C -1.0608; C -0.2272; C -0.5543; C 0.5231; O -0.4022; H 0.2721

Run R
Entry from the OMol25 dataset: the molecule C4H6O (wB97M-V/def2-TZVPD).

Computed properties:
HOMO-LUMO gap ... 10.714 eV
SMILES ... C=CCC=O

Element x y z (Å)
C -1.41638 0.24659 0.58245
C -0.60426 -0.65773 0.04421
C 0.41489 -0.13165 -0.92675
C 1.34883 0.33358 0.16160
O 2.07305 -0.50187 0.64243
H -1.62576 1.17603 0.05567
H -1.94124 0.04874 1.50048
H -0.52171 -1.67188 0.43999
H 0.96992 -0.87670 -1.49602
H 0.00288 0.65157 -1.56591
H 1.32674 1.36014 0.58874

Atomic partial charges in e from the Mulliken method, atoms 1 to 6: C -0.6822; C -0.1597; C -0.5220; C 0.0642; O -0.4747; H 0.2481

Verdict on stability: run Q comes out on top.

Run P
Entry from the OMol25 dataset: the molecule C3H4FNS (wB97M-V/def2-TZVPD).

Computed properties:
HOMO-LUMO gap ... 8.447 eV
SMILES ... C=C(F)/C=N\S

Element x y z (Å)
C 1.47900 0.75928 0.56304
C 0.37629 0.30104 0.00593
F -0.00518 0.78708 -1.10116
C -0.50868 -0.61099 0.60905
N -1.36995 -1.38658 -0.00275
S -1.98418 -1.00630 -1.47638
H 1.56793 0.61804 1.73521
H 2.22978 1.40772 -0.16028
H -0.15881 -1.08891 1.59164
H -1.62620 0.21963 -1.76430

Atomic partial charges in e from the Mulliken method, atoms 1 to 6: C -0.6902; C 0.9223; F -0.2597; C -0.3572; N -0.3360; S -0.1026

Run Q
Entry from the OMol25 dataset: a cluster of 2 separate species, C3H4FNS in total (wB97M-V/def2-TZVPD).

Computed properties:
HOMO-LUMO gap ... 7.303 eV

Element x y z (Å)
C 0.19432 0.32215 1.69134
C -1.15958 0.27740 -0.26165
C 3.71871 -0.43569 -0.05179
N -0.36517 0.26085 0.65446
F 2.56514 -1.18403 -0.19158
S 3.68682 1.14283 0.03315
H 1.06978 -0.18286 1.97510
H -1.02015 0.97694 -1.04235
H -2.06025 -0.25326 -0.19576
H 4.60484 -1.07852 -0.06582

Atomic partial charges in e from the Mulliken method, atoms 1 to 6: C -0.3169; C -0.5008; C 0.0540; N 0.1126; F -0.1745; S -0.1899

Verdict on stability: run P comes out on top.